1.
This record from the OMol25 dataset describes a cluster of 31 separate species, C14H80ClN5O30S in total at a distorted geometry. The level of theory is ωB97M-V/def2-TZVPD.

ORCA input file:
```
! RIJCOSX wB97M-V def2-TZVPD def2/J DEFGRID3
* xyz 0 1
N 6.469 -1.815 -0.141
C 6.439 -0.529 0.397
N 5.825 -0.408 1.799
N 6.987 0.698 -0.362
C 5.874 1.057 -1.322
C 4.732 2.069 -0.636
C 5.114 3.638 -0.923
C 3.753 4.601 -1.010
C 2.613 4.016 0.026
C 1.140 3.588 -0.607
C -0.057 2.943 0.349
C -1.458 2.512 -0.413
C -2.150 1.233 0.403
C -2.932 0.236 -0.677
Cl -2.439 -1.547 -0.540
C 0.132 2.731 1.995
C 1.622 3.174 2.589
N 2.030 3.029 4.039
S 3.701 3.618 4.016
N 4.137 4.092 2.369
C 2.815 3.780 1.641
H 6.037 -2.492 0.539
H 6.032 -1.252 2.376
H 4.781 -0.397 1.671
H 7.747 0.297 -0.961
H 5.281 0.057 -1.575
H 6.218 1.582 -2.309
H 3.702 1.725 -1.133
H 4.690 1.909 0.541
H 5.816 4.130 -0.114
H 5.655 3.685 -1.968
H 3.313 4.571 -2.107
H 4.002 5.737 -0.786
H 0.982 3.764 -1.776
H -2.192 3.415 -0.563
H -1.130 2.066 -1.467
H -2.944 1.594 1.213
H -1.310 0.585 0.933
H -2.752 0.587 -1.785
H -4.084 0.294 -0.460
H -0.732 2.300 2.658
O -3.432 0.958 -3.917
H -3.760 1.217 -4.792
H -2.960 0.128 -4.080
O -0.271 -4.228 -1.432
H -0.599 -3.434 -0.983
H 0.618 -4.353 -1.067
O 0.695 -6.327 0.471
H 0.929 -6.860 -0.304
H -0.077 -5.818 0.180
O -6.307 -0.092 -2.052
H -6.329 0.195 -1.126
H -5.616 0.458 -2.451
O 3.250 -0.742 0.490
H 3.484 -1.275 -0.284
H 2.478 -0.234 0.200
O 6.619 -3.551 2.653
H 5.973 -4.273 2.644
H 7.420 -3.958 3.016
O -7.680 -0.357 0.785
H -7.977 -1.243 0.528
H -8.430 0.007 1.280
O 0.636 6.405 2.878
H 1.527 6.698 3.119
H 0.748 5.467 2.662
O 0.366 -4.100 2.843
H 1.282 -4.060 3.155
H 0.363 -4.840 2.218
O 1.619 -3.158 -3.495
H 1.322 -4.044 -3.752
H 0.870 -2.794 -3.000
O 2.650 5.812 -4.113
H 2.884 5.279 -4.887
H 1.878 6.320 -4.403
O 3.021 7.686 -6.272
H 2.963 8.423 -6.898
H 3.228 8.113 -5.427
O -8.934 -0.770 -3.399
H -8.018 -0.731 -3.086
H -8.937 -1.511 -4.024
O 3.675 -6.030 0.050
H 3.993 -5.125 0.186
H 2.721 -5.969 0.210
O -0.222 -0.916 -5.116
H 0.442 -0.212 -5.174
H 0.268 -1.671 -4.759
O -1.560 -7.233 2.783
H -1.582 -6.946 3.708
H -0.869 -6.683 2.383
O 8.742 -4.118 0.215
H 8.976 -4.651 -0.559
H 7.970 -3.609 -0.075
O -4.758 -0.609 2.380
H -4.524 -1.142 1.606
H -5.530 -0.101 2.090
O -6.225 2.231 -3.499
H -5.907 3.136 -3.363
H -7.179 2.292 -3.338
O -3.925 0.238 5.149
H -4.451 -0.211 4.470
H -3.735 -0.458 5.795
O -5.004 -1.788 7.228
H -4.799 -1.512 8.135
H -5.908 -2.130 7.286
O -2.358 -2.889 7.103
H -2.124 -3.422 6.328
H -3.130 -2.381 6.812
O 7.928 4.817 0.417
H 8.820 5.111 0.658
H 8.041 3.879 0.201
O -5.293 3.226 -0.524
H -4.649 3.881 -0.214
H -4.869 2.830 -1.300
O -1.989 0.620 -6.970
H -2.635 -0.102 -6.979
H -1.188 0.213 -6.607
O -8.725 -3.213 0.543
H -9.251 -3.662 -0.136
H -8.535 -3.909 1.189
O -7.399 5.418 0.813
H -7.727 5.677 -0.061
H -6.927 4.588 0.650
O 9.164 -6.199 2.441
H 9.936 -6.767 2.305
H 9.247 -5.522 1.753
O -1.718 -7.722 -0.727
H -1.513 -7.446 0.179
H -2.622 -8.065 -0.670
O -7.002 2.496 1.657
H -7.299 1.610 1.400
H -7.751 2.860 2.151
*
```

Summary:
Total energy = -108036.9184 eV
F_max = 7.5 eV Å⁻¹
Kohn-Sham gap = 6.838 eV

---

2.
This record from the OMol25 dataset describes a structure of composition C8H11I2N2O at a distorted geometry. The level of theory is ωB97M-V/def2-TZVPD.

ORCA input file:
```
! RIJCOSX wB97M-V def2-TZVPD def2/J DEFGRID3
* xyz 1 1
C 0.885 1.824 0.692
C -0.489 -0.198 0.760
C -0.171 -2.513 -0.192
C -2.008 -1.724 -0.591
C 2.089 1.458 1.359
C -0.610 -1.087 -0.551
C 0.693 3.234 0.241
C -0.080 -0.415 -1.795
N -0.087 1.016 0.476
N -0.923 -0.623 1.859
O -1.517 -2.880 0.071
I 3.241 2.864 2.351
I 2.744 -0.512 1.392
H 0.240 -3.055 -1.050
H 0.479 -2.674 0.672
H -2.840 -1.255 -0.068
H -2.307 -1.945 -1.622
H 1.627 3.708 -0.048
H 0.245 3.819 1.046
H 0.001 3.244 -0.597
H -0.646 0.488 -2.012
H -0.179 -1.086 -2.644
H 0.971 -0.160 -1.686
H -1.360 -1.530 1.938
*
```

Summary:
Total energy = -29691.8797 eV
F_max = 4.1 eV Å⁻¹
Kohn-Sham gap (spin up / spin down) = 5.102 / 5.102 eV